Formula: C6H12Cl3N2O2
Source: OMol25
Level of theory: wB97M-V/def2-TZVPD

Positions of all 25 atoms, in Å:
Cl: -3.30921 -1.89232 -0.56910
Cl: -3.25279 0.93174 -1.47514
Cl: -3.95901 0.23142 1.30032
O: -1.42878 1.47779 1.04548
O: -1.11470 -0.74470 1.58984
N: 1.28204 0.19778 0.84067
N: 0.47300 1.50359 -0.86536
C: 2.12469 -0.90338 -1.10542
C: 0.20404 0.26306 -0.19109
C: -3.05643 -0.18600 -0.11361
C: 2.56079 -0.23030 0.22820
C: 0.58930 -0.93195 -1.01401
C: -1.32751 0.18884 0.60743
H: 0.10236 -0.93569 -1.90859
H: 1.27800 1.09129 1.48767
H: -1.60573 -0.67001 2.34238
H: -2.29207 1.88172 1.21642
H: 0.33432 1.37361 -1.80700
H: 3.07839 -0.96626 0.90339
H: 3.22106 0.68737 -0.00661
H: 1.03929 -0.58710 1.48633
H: -0.22203 2.20363 -0.46467
H: 2.53923 -0.33931 -1.93094
H: 2.43905 -1.86951 -1.14610
H: 0.30270 -1.77533 -0.45048

Atomic forces in eV per Å
Cl 0.4 1.1 0.2
Cl -0.2 -0.4 0.4
Cl -1.1 0.0 0.2
O 0.7 0.8 0.3
O 2.7 -0.8 -3.2
N -0.9 0.6 4.2
N -1.6 0.9 3.4
C -1.0 2.5 0.8
C -1.5 0.4 -0.5
C 3.6 0.0 -0.1
C 2.0 0.8 -1.1
C 1.4 0.8 1.5
C -0.3 -0.1 -1.1
H -1.3 -0.1 -2.6
H 0.3 -2.0 -1.8
H -2.5 0.6 3.1
H -0.2 -0.6 -0.1
H -0.5 0.1 -2.7
H -0.5 1.1 -0.5
H -1.1 -1.6 0.7
H -0.2 0.8 -0.3
H 1.3 -0.9 -1.0
H -0.2 0.0 -0.2
H 1.2 -2.7 -0.3
H -0.5 -1.3 0.5

LUMO in eV: -2.91
Gap between HOMO and LUMO in eV: 10.56
Charge: +1
2S+1: 1
DFT total energy in Ha: -1876.0877
HOMO in eV: -13.47

---

Formula: C6H12Cl6F6MgN3O12S6
Source: OMol25
Level of theory: wB97M-V/def2-TZVPD

Positions of all 52 atoms, in Å:
Cl: -0.30548 -2.01396 -11.07305
Cl: 7.13969 -2.93061 1.95095
Cl: 1.88018 3.29537 0.32067
Cl: 2.81478 -2.51070 -9.75813
Cl: 5.13885 -5.47691 0.41711
Cl: 4.61158 4.70710 -0.93782
S: -0.13822 -2.03575 -1.80903
S: -0.81288 -1.31823 5.71763
S: -1.80656 0.83840 6.08590
S: -8.24766 4.90596 2.54913
S: -6.20324 3.82635 1.77876
S: -2.05034 -1.56193 -2.88030
Mg: -2.76637 -0.92983 1.70796
F: -1.09145 -2.59280 4.68583
F: -3.08575 -0.38823 -2.44831
F: -8.95027 5.03287 3.96472
F: -5.10096 4.76652 2.43934
F: -1.41871 2.15508 5.23550
F: 0.37557 -2.33201 -0.27965
O: -0.83951 0.97607 7.14630
O: -7.74022 6.25037 2.52449
O: -6.56083 4.59886 0.55030
O: -5.45962 2.58105 1.72473
O: 0.81142 -0.97323 -2.14909
O: -2.93699 -2.65078 -3.16494
O: 0.66065 -1.32121 5.64283
O: -0.03802 -3.35326 -2.38588
O: -3.21090 1.15962 6.36344
O: -1.43601 -1.73918 7.00406
O: -1.27292 -0.95717 -3.94913
O: -9.36652 4.37912 1.75975
N: -1.60231 -0.36020 4.78679
N: -1.46774 -1.54486 -1.27013
N: -7.27785 3.76488 3.15330
C: 6.21579 -5.52798 1.83894
C: 0.42947 -0.81143 -9.90540
C: 6.18431 -4.22851 2.67830
C: 4.58027 3.23559 0.13710
C: 3.47086 3.49321 1.13846
C: 1.48223 -1.50022 -8.99206
H: 5.20905 -3.86406 3.00103
H: 0.90270 -2.10630 -8.29571
H: 5.50885 2.95649 0.63504
H: -0.47868 -0.47160 -9.40754
H: 2.03979 -0.73784 -8.44800
H: 7.21469 -5.60939 1.41036
H: 6.70088 -4.43426 3.61580
H: 4.37484 2.32570 -0.42682
H: 3.49365 2.88802 2.04473
H: 5.96393 -6.37477 2.47738
H: 0.91498 0.01105 -10.43068
H: 3.54710 4.50955 1.52491

Atomic forces in eV per Å
Cl 0.5 0.5 0.2
Cl -0.1 0.3 -0.3
Cl 0.2 0.1 0.4
Cl -1.2 0.7 0.2
Cl -0.2 0.0 0.2
Cl 0.6 -1.0 0.3
S 9.9 -0.7 4.0
S 3.9 -6.9 1.6
S -3.1 5.4 -0.4
S -4.7 0.9 3.2
S 1.7 0.4 0.5
S -5.5 2.7 -1.2
Mg 0.9 0.3 0.1
F -0.3 0.1 0.3
F 0.0 -0.1 -0.7
F -1.0 -0.2 0.9
F -0.1 0.1 -0.2
F 0.1 -1.1 -0.5
F 0.2 -0.4 0.2
O -0.6 -1.5 -1.2
O 0.3 -0.7 -1.7
O 0.4 -2.7 3.0
O -1.0 0.3 -0.7
O -1.8 -1.9 -0.3
O 1.1 0.3 0.3
O -3.0 0.9 0.4
O -0.8 1.3 -0.5
O 2.4 -2.0 -0.6
O 1.1 1.4 -3.3
O -0.7 -1.2 2.0
O 2.4 1.2 0.1
N -0.9 3.4 2.3
N -3.1 0.3 -2.7
N 2.3 0.5 -5.1
C 0.1 1.2 0.2
C 0.8 -1.0 -0.7
C 0.3 -0.9 0.6
C -0.6 -0.3 0.2
C -0.1 0.3 0.3
C -0.7 0.2 0.1
H -0.1 -0.1 -0.7
H 0.6 -0.3 0.0
H 0.3 1.0 0.0
H 0.6 0.1 0.6
H -0.2 0.0 0.0
H 0.0 -0.3 0.3
H 0.1 -0.2 0.0
H -0.3 0.4 -0.5
H 0.0 -0.6 -0.4
H 0.0 0.0 -0.2
H -0.3 -0.2 -0.4
H -0.2 0.1 -0.3

LUMO in eV: -5.41
Gap between HOMO and LUMO in eV: 2.10
Charge: -1
2S+1: 1
DFT total energy in Ha: -7252.2318
HOMO in eV: -7.51

---

Formula: C6H12Cl6F6MgN3O12S6
Source: OMol25
Level of theory: wB97M-V/def2-TZVPD

Positions of all 52 atoms, in Å:
Cl: -6.79529 -14.99228 4.34982
Cl: -2.15878 -12.34958 6.76234
Cl: 3.53716 -15.72226 2.49899
Cl: -6.76388 -11.96072 2.80335
Cl: 5.07315 -13.28880 4.03105
Cl: -1.01148 -11.34526 3.81404
S: -0.58444 -15.49223 3.37998
S: 2.08871 -17.67174 -1.23021
S: -1.20224 -14.45944 1.37294
S: 3.53108 -19.54472 -0.97140
S: 1.21166 -20.05140 2.78123
S: -0.23193 -20.86082 1.15768
Mg: -0.18390 -17.63519 1.20378
F: -1.73690 -20.28711 0.77451
F: 3.35355 -21.10625 -1.09606
F: 1.08077 -17.37266 -2.51637
F: 2.30642 -18.82542 2.86279
F: -1.45494 -14.93503 -0.16505
F: 0.11657 -16.90957 3.55357
O: 4.60177 -19.25095 -1.88479
O: 1.24454 -17.21968 -0.13183
O: 0.48494 -14.63212 3.96967
O: 3.25397 -16.81473 -1.47848
O: 3.77664 -19.39598 0.40150
O: -0.59056 -21.91205 2.13650
O: -0.14659 -13.48712 1.28618
O: 0.28315 -21.24008 -0.20565
O: 0.67238 -20.10974 4.13059
O: -2.61374 -14.06053 1.60006
O: 2.06671 -21.18129 2.45295
O: -1.72992 -15.68302 4.23977
N: 2.11355 -19.37003 -1.45900
N: -0.64132 -15.86024 1.64866
N: 0.30320 -19.37333 1.67046
C: 3.03563 -14.00869 2.30768
C: -5.59694 -13.84972 4.59153
C: -0.41607 -12.15882 6.32208
C: 4.27807 -13.06755 2.41799
C: -5.37681 -12.88612 3.37476
C: -0.33534 -10.94298 5.39438
H: -4.61723 -12.17477 3.69898
H: -4.98798 -13.40212 2.49689
H: 5.00334 -13.28201 1.63307
H: -0.62106 -9.95270 5.74909
H: 2.42572 -13.68166 3.14980
H: -5.83158 -13.34701 5.52978
H: 0.21964 -11.89619 7.16767
H: 0.72995 -10.79620 5.21628
H: 2.54090 -13.86709 1.34679
H: 4.05621 -12.00596 2.30887
H: 0.00105 -13.00585 5.77745
H: -4.62269 -14.29094 4.80198

Atomic forces in eV per Å
Cl -1.8 -2.1 -0.6
Cl 0.7 -0.5 0.2
Cl -0.4 0.3 -0.2
Cl -0.5 0.1 0.2
Cl -0.2 0.2 -0.6
Cl -0.4 0.3 -0.3
S 3.7 -1.8 6.7
S -2.5 6.0 -3.5
S -4.5 5.2 -8.2
S 4.9 -7.9 -0.2
S 6.0 0.5 7.9
S -4.6 -4.5 -5.5
Mg 0.2 0.6 -0.4
F 1.3 0.1 0.2
F 0.9 0.2 0.0
F 1.8 -0.9 2.1
F -1.3 -0.7 -0.4
F 0.5 0.4 -0.5
F 0.5 -1.3 -0.3
O -0.8 0.7 0.2
O 0.6 -1.4 -0.5
O -3.0 -1.4 -3.0
O -2.4 -3.1 0.7
O 0.0 1.7 1.5
O 1.5 3.3 -2.2
O -1.1 -0.6 0.9
O -0.9 1.5 4.5
O -0.1 0.7 -2.8
O 3.7 -1.2 1.6
O -1.7 1.7 -1.3
O 0.2 0.8 -2.5
N -2.5 4.7 -0.4
N -0.7 1.1 5.6
N 0.1 -4.4 0.1
C 1.4 1.5 0.6
C 1.8 2.5 -0.2
C -0.4 1.8 -0.5
C 0.0 -0.8 -0.3
C 0.7 -0.5 1.0
C 1.6 -0.4 -0.1
H 0.0 0.1 -0.1
H -0.1 -0.2 0.3
H 0.2 -0.2 0.3
H -0.9 -0.5 0.2
H -0.4 -0.7 -0.3
H -0.1 0.6 -0.3
H -0.4 -0.4 0.4
H 0.2 -0.1 -0.2
H 0.0 -0.1 0.2
H -0.5 -0.2 0.2
H -0.5 -0.2 0.3
H 0.0 -0.3 -0.3

LUMO (alpha / beta) in eV: -2.86 / -7.33
Gap between HOMO and LUMO (alpha / beta) in eV: 7.43 / 2.96
2S+1: 2
DFT total energy in Ha: -7252.2226
HOMO (alpha / beta) in eV: -10.29 / -10.29

---

Formula: C6H12ClI2NOPZr
Source: OMol25
Level of theory: wB97M-V/def2-TZVPD

Positions of all 25 atoms, in Å:
I: -0.23812 2.74661 -0.13828
I: 0.55559 -2.70196 0.05918
Zr: -0.11918 -0.01547 0.05336
Cl: -2.33892 -0.33019 0.63136
P: -0.82624 -0.18877 -2.29855
O: 2.95269 0.40251 -0.79470
N: 0.59659 0.14623 2.03765
C: 0.92350 0.22498 3.13460
C: -1.64891 -1.75742 -2.61493
C: 1.83812 0.25078 -0.49956
C: -2.07125 1.05290 -2.68566
C: 0.48060 -0.01913 -3.51225
C: 1.33082 0.32447 4.52468
H: -2.37581 -1.95927 -1.81891
H: 0.96502 0.96024 -3.40839
H: -2.54430 0.76197 -3.62804
H: -2.15883 -1.67368 -3.57922
H: -0.92103 -2.57580 -2.63491
H: 0.67058 -0.27359 5.19496
H: -1.60931 2.04187 -2.77655
H: 2.37174 -0.04458 4.67808
H: 1.30054 1.37692 4.89122
H: 1.23603 -0.80210 -3.36649
H: -2.81747 1.09008 -1.88287
H: 0.04959 -0.10958 -4.51673

Atomic forces in eV per Å
I 0.3 -0.1 -0.5
I 0.3 0.1 -0.5
Zr -5.9 -0.6 6.7
Cl -0.2 0.0 -0.3
P -1.7 -0.4 -5.4
O -5.3 -0.7 1.5
N 0.5 0.1 0.3
C 0.5 0.1 1.8
C 0.0 -0.7 0.7
C 11.5 1.6 -3.4
C -0.2 0.6 0.6
C 1.1 0.2 0.4
C 0.2 0.1 0.8
H 0.0 0.0 -0.3
H -0.1 -0.2 -0.2
H 0.0 -0.2 0.0
H -0.1 0.1 0.0
H -0.1 0.2 -0.1
H 0.2 0.3 -0.6
H 0.0 -0.2 -0.1
H -0.6 0.2 -0.4
H -0.1 -0.5 -0.5
H -0.1 0.1 -0.2
H 0.0 0.0 -0.3
H -0.2 0.0 0.1

LUMO (alpha / beta) in eV: -16.96 / -16.97
Gap between HOMO and LUMO (alpha / beta) in eV: 3.92 / 3.92
Charge: +3
2S+1: 1
DFT total energy in Ha: -1808.6182
HOMO (alpha / beta) in eV: -20.89 / -20.89

---

Formula: C6H12ClN
Source: OMol25
Level of theory: wB97M-V/def2-TZVPD

Positions of all 20 atoms, in Å:
Cl: -2.50398 -1.52543 -0.42591
N: 2.85766 -0.96371 -0.49712
C: -0.39699 0.30244 -0.90911
C: -2.56057 1.03040 0.40281
C: 0.57044 -0.04904 -0.08379
C: 2.01715 0.14494 -0.49809
C: -1.95989 0.15508 -0.72402
C: 0.39963 -0.70941 1.24848
H: 0.89718 -0.06880 2.04880
H: 2.04143 0.67477 -1.51380
H: -2.56645 2.07190 0.16984
H: 0.93553 -1.67569 1.24936
H: -1.97356 0.91207 1.31313
H: 3.67937 -0.79708 -1.04308
H: -3.60500 0.75169 0.58125
H: 2.29030 0.83654 0.26717
H: -0.05475 0.71047 -1.85318
H: 3.02075 -1.28038 0.47314
H: -2.46452 0.44068 -1.69749
H: -0.62371 -0.96142 1.49162

Atomic forces in eV per Å
Cl 0.2 -0.4 -0.1
N 0.2 -2.3 0.8
C -1.9 -0.2 -0.2
C 0.1 -0.9 0.0
C 0.1 -1.3 -0.2
C -1.9 2.6 -1.2
C 0.5 1.5 -0.8
C 1.0 0.2 0.7
H -0.8 -0.7 -0.8
H 0.0 -0.7 1.4
H 0.3 0.8 -0.5
H -0.1 0.3 0.0
H -0.2 -0.1 0.1
H 0.5 -0.2 0.3
H 0.3 -0.1 0.0
H 0.9 1.3 0.5
H -0.4 0.1 -0.2
H 0.5 0.2 -1.2
H 0.7 -0.4 1.1
H -0.2 0.3 0.2

LUMO in eV: 0.89
Gap between HOMO and LUMO in eV: 9.87
2S+1: 1
DFT total energy in Ha: -750.7237
Structure (SMILES): C/C(=C\[C@H](C)Cl)CN
HOMO in eV: -8.98

---

Formula: C6H12ClNO2
Source: OMol25
Level of theory: wB97M-V/def2-TZVPD

Positions of all 22 atoms, in Å:
Cl: 1.33271 0.67457 -3.07998
O: 1.64431 -2.52788 -2.75943
O: 2.03183 -1.91297 -0.64950
N: 0.85283 0.27725 -0.06261
C: -1.55087 0.97958 -0.14847
C: -0.37914 0.42139 0.67020
C: -0.05200 1.41087 1.80649
C: 0.68569 -0.49633 -2.02793
C: -0.73911 -0.94432 1.25956
C: 1.52312 -1.76368 -1.84261
H: -1.64849 -0.87303 1.85037
H: -0.37923 -0.65174 -2.15567
H: 0.10576 2.41116 1.40657
H: 1.22255 1.18341 -0.33633
H: 1.73331 -1.11245 -0.09844
H: -2.33160 1.33996 0.51804
H: -0.87179 1.44539 2.51919
H: -1.98081 0.20533 -0.78007
H: -0.89201 -1.67152 0.46581
H: -1.22524 1.80536 -0.77946
H: 0.06711 -1.29646 1.89786
H: 0.85106 1.09612 2.32639

Atomic forces in eV per Å
Cl 0.0 0.2 0.0
O 0.3 -0.4 0.0
O 0.4 -0.2 1.1
N -0.4 1.5 2.7
C 0.3 -0.1 -0.4
C 0.3 0.0 0.9
C -0.1 0.0 0.0
C -0.1 -2.1 -3.2
C 0.0 0.2 -0.2
C -0.8 1.1 -0.6
H -0.1 0.0 0.1
H 0.0 0.1 0.1
H 0.0 0.1 0.0
H 0.0 0.3 0.0
H 0.2 -0.6 -0.9
H 0.0 0.0 0.1
H -0.1 0.0 0.1
H 0.0 0.0 -0.1
H 0.0 -0.1 -0.1
H 0.0 0.1 0.0
H 0.1 -0.1 0.1
H 0.0 0.0 0.1

LUMO (alpha / beta) in eV: 0.48 / -2.53
Gap between HOMO and LUMO (alpha / beta) in eV: 7.46 / 7.33
2S+1: 3
DFT total energy in Ha: -901.0923
HOMO (alpha / beta) in eV: -6.99 / -9.86

---

Formula: C6H12F3O6
Source: OMol25
Level of theory: wB97M-V/def2-TZVPD

Positions of all 27 atoms, in Å:
F: -1.27588 -1.89142 -0.97372
F: -3.27300 -1.25867 -1.54842
F: -2.86206 -1.77511 0.51072
O: -0.06603 -3.70280 -3.00685
O: -2.11431 2.11652 0.67118
O: 2.08705 1.93361 0.71528
O: -0.03555 2.85932 0.87490
O: -1.95152 0.08561 -0.34834
O: -0.70892 1.08912 2.11021
C: -0.90637 1.93293 1.28636
C: -2.36685 -1.16228 -0.55983
C: 3.47180 0.19793 1.61041
C: 0.98922 2.38172 0.00138
C: -2.81374 0.93291 0.43815
C: 2.33095 0.53119 0.65555
H: 4.08889 1.08465 1.75705
H: 1.42095 -0.00477 0.94656
H: -3.06992 0.44876 1.37908
H: 0.26759 -4.32547 -2.32825
H: 1.27322 3.23872 -0.60812
H: -0.48519 -2.91378 -2.58743
H: 2.60758 0.24129 -0.36601
H: -3.69276 1.21208 -0.14064
H: -0.67526 -4.14474 -3.63318
H: 3.07316 -0.08917 2.58292
H: 0.60153 1.58911 -0.64941
H: 4.08541 -0.60726 1.21046

Atomic forces in eV per Å
F 0.1 -0.1 -0.2
F 0.2 0.0 0.2
F 0.1 0.1 -0.2
O 0.0 0.1 0.0
O 0.3 -0.3 -0.8
O -0.1 0.1 -0.2
O -0.5 0.1 -0.1
O 0.0 -0.5 -0.2
O -0.1 0.0 -0.5
C 0.2 -0.1 0.9
C -0.1 0.3 0.1
C -0.3 0.2 0.0
C 0.7 -0.2 0.0
C -0.4 0.7 0.7
C 0.1 -0.2 0.2
H 0.1 -0.1 -0.1
H 0.0 0.0 -0.1
H 0.1 -0.2 -0.1
H 0.0 0.0 0.0
H -0.1 0.1 0.2
H -0.1 0.1 0.2
H -0.1 0.1 0.0
H 0.1 -0.1 0.0
H 0.0 0.0 0.0
H 0.1 0.0 0.0
H -0.2 0.0 0.1
H 0.0 0.0 0.1

LUMO in eV: -5.16
Gap between HOMO and LUMO in eV: 7.54
Charge: +1
2S+1: 1
DFT total energy in Ha: -986.5432
HOMO in eV: -12.70

---

Formula: C6H12FN2
Source: OMol25
Level of theory: wB97M-V/def2-TZVPD

Positions of all 21 atoms, in Å:
F: -0.91881 -1.90050 -0.99294
N: 1.45098 -1.59087 1.01398
N: 1.75491 0.10605 -0.60264
C: 1.02612 -0.71503 0.12935
C: -1.50265 1.28040 1.00819
C: -0.67040 -0.67899 -0.23748
C: -2.97325 -0.08908 -0.57230
C: -1.61749 0.13893 0.08090
C: 3.14329 0.43558 -0.72556
H: 0.67527 -2.01023 1.44591
H: -3.43872 -0.76761 0.02180
H: 3.08696 1.46916 -1.23560
H: 1.10404 0.64968 -1.27763
H: -3.51070 0.85598 -0.74403
H: -2.44348 1.39914 1.61005
H: 2.45866 -1.74261 1.28291
H: -0.67184 1.23937 1.81892
H: 3.70772 -0.30973 -1.30310
H: -1.34290 2.24992 0.49185
H: 3.60579 0.56604 0.27743
H: -2.92352 -0.58558 -1.49000

Atomic forces in eV per Å
F 0.7 2.7 1.4
N 1.6 1.0 -0.7
N -4.0 0.8 -1.6
C -2.5 0.6 -1.3
C 0.9 1.5 2.3
C 4.7 -4.0 -0.8
C 1.5 2.4 -0.4
C -1.3 0.8 -0.6
C 0.8 1.7 0.2
H -0.4 -1.2 1.2
H -2.1 -1.6 2.1
H 0.8 -1.8 0.7
H 1.6 -1.3 1.6
H 0.1 -0.4 0.5
H 0.7 -0.2 -0.7
H -1.8 0.1 -0.4
H -1.1 -0.3 -1.6
H -0.2 0.4 0.0
H -0.2 -0.6 0.1
H -0.2 -0.1 -0.7
H 0.5 -0.6 -1.6

LUMO in eV: -3.22
Gap between HOMO and LUMO in eV: 10.67
Charge: +1
2S+1: 1
DFT total energy in Ha: -444.8930
Structure (SMILES): CNC(=[NH2+])C(F)=C(C)C
HOMO in eV: -13.89

---

Formula: C6H12INSe3W
Source: OMol25
Level of theory: wB97M-V/def2-TZVPD

Positions of all 24 atoms, in Å:
W: -0.15702 1.06502 0.59068
I: -2.24792 2.28570 -0.65970
Se: -2.23341 -3.12318 -0.16997
Se: 2.35410 1.24176 0.23497
Se: 0.46507 1.61625 2.97276
N: -0.72155 -0.74491 0.49355
C: 2.31856 0.97661 3.13725
C: -0.45281 0.30753 4.09306
C: 3.12505 1.57365 2.00955
C: 2.83092 -0.64109 0.01109
C: -0.34385 3.10154 -0.01598
C: -1.36528 -1.76108 0.20488
H: 3.18779 2.66013 2.08017
H: -1.51165 0.54493 4.04379
H: 3.91756 -0.67321 0.02210
H: -0.56276 3.87838 0.71326
H: -0.07782 0.45340 5.10304
H: 2.29724 -0.11210 3.12849
H: 0.14987 3.48437 -0.90592
H: 2.67991 1.32150 4.10559
H: 2.40428 -1.25310 0.79942
H: 4.14123 1.18091 1.98123
H: -0.24516 -0.69147 3.72413
H: 2.44994 -0.93705 -0.96231

Atomic forces in eV per Å
W 0.0 0.3 0.4
I 0.0 -0.1 0.1
Se -0.1 -0.2 0.0
Se 0.0 -0.1 -0.1
Se -0.2 -0.3 -0.2
N 0.0 0.1 0.0
C 0.0 0.0 0.0
C 0.1 0.1 0.0
C 0.0 0.0 0.1
C 0.0 0.1 0.0
C 0.0 -0.1 -0.2
C 0.1 0.3 0.0
H 0.0 0.0 0.0
H 0.0 0.0 0.0
H 0.0 -0.1 0.0
H 0.0 0.0 0.0
H 0.0 0.0 0.0
H 0.0 0.0 0.0
H 0.0 0.1 0.0
H 0.0 0.0 0.0
H 0.0 0.0 0.0
H 0.0 0.0 0.0
H 0.0 0.0 0.0
H 0.0 0.0 0.0

LUMO (alpha / beta) in eV: -8.70 / -8.75
Gap between HOMO and LUMO (alpha / beta) in eV: 7.02 / 6.87
Charge: +2
2S+1: 1
DFT total energy in Ha: -7858.9670
HOMO (alpha / beta) in eV: -15.72 / -15.62